Molecular formula: C20H36F3HgNO6Si2
Method: DFT, ωB97M-V with the def2-TZVPD basis set

The highest occupied orbital energy is -14.4 eV. Its total charge is +2. The calculation puts the total energy at -2321.21572 Ha. For the HOMO-LUMO gap, the calculation gives 0.103 hartree. The value obtained for the energy above the lowest of the compared OMol25 structures with the same formula, charge and spin is 0.000 eV. The LUMO energy is -11.6 eV.

```
69
Properties=species:S:1:pos:R:3:forces:R:3
C 3.212066 2.382142 0.870504 -1.992 -0.818 0.660
C 2.121255 1.835847 0.621278 0.777 0.347 1.116
Si 0.414643 0.936290 0.278897 -0.620 0.218 -0.440
C -0.167629 1.556200 -1.364733 -0.087 0.558 0.306
C -1.493228 2.349863 -1.327412 0.132 -0.092 -0.236
C -2.634053 1.609361 -2.007245 -0.342 0.793 0.295
O -3.820789 2.340092 -1.770759 0.081 0.027 0.078
C -0.817695 1.328446 1.688468 1.212 0.396 -0.009
C -0.984603 2.707025 2.174509 -3.415 1.103 -0.091
O -2.002675 3.361054 2.191596 2.748 -1.172 -0.083
O 0.204795 3.277145 2.764145 -0.094 0.370 -0.736
C 0.705662 4.494848 2.274949 0.901 0.999 1.506
C 0.237462 5.066125 1.002458 -0.381 0.260 0.227
O 1.579302 4.973646 2.982742 -0.470 -1.337 -0.898
O 0.634982 -0.650512 0.399118 0.734 0.404 -0.385
Si 1.575194 -1.579058 -0.668447 0.578 -1.761 -0.233
C 0.537029 -2.683507 -1.768031 -0.583 0.933 0.306
C -0.942468 -2.294095 -1.832417 0.141 -0.663 -0.031
C -1.734759 -2.527390 -0.562806 -1.052 0.284 -0.501
C -3.202767 -2.148211 -0.841919 0.514 0.482 -0.017
C -3.850758 -1.403428 0.303248 -0.188 -0.333 -0.626
O -4.831577 -0.529645 -0.203188 0.113 0.225 -0.059
C -5.416499 0.231184 0.833757 -0.032 -0.280 -0.166
C 2.622446 -2.673112 0.430102 -0.427 0.836 0.493
C 1.867837 -3.081291 1.700597 0.639 -0.141 -0.503
C 2.830835 -3.602690 2.735927 -0.051 -0.626 -0.094
F 3.347023 -2.574956 3.441354 0.182 0.233 0.197
F 3.864807 -4.262536 2.193611 0.031 0.004 0.034
F 2.241818 -4.436990 3.597503 -0.065 0.139 0.160
C 2.796897 -0.624008 -1.784388 0.275 0.000 0.848
N 4.032906 -0.249062 -1.063458 -0.381 0.460 -1.036
C 5.246079 -0.965768 -1.503113 -0.145 0.338 0.873
H 4.127603 2.871464 1.078679 0.685 0.183 -0.350
H 0.602062 2.195009 -1.780499 0.374 0.158 -0.148
H -0.278778 0.756188 -2.084848 0.123 -0.493 -0.077
H -1.833515 2.637639 -0.341206 -0.021 -0.030 0.361
H -1.352766 3.272673 -1.867922 0.005 0.431 -0.135
H -2.728367 0.599611 -1.627059 0.057 -0.375 -0.058
H -2.463776 1.630363 -3.076583 0.185 -0.466 -0.342
H -4.443324 1.762685 -1.328582 -0.302 -0.188 0.036
H -1.793217 0.990748 1.376395 -0.318 -0.313 -0.125
H -0.462377 0.716172 2.513691 -0.037 -0.300 0.286
H 0.374149 4.385776 0.172433 -0.097 -0.366 -0.161
H -0.802597 5.344585 1.092035 -0.468 -0.107 -0.100
H 0.792524 5.966720 0.821245 0.383 0.338 -0.050
H 0.951147 -2.675829 -2.768219 0.228 0.084 -0.325
H 0.600626 -3.711149 -1.441483 0.152 -0.370 0.310
H -1.408185 -2.907827 -2.591363 -0.193 -0.089 -0.420
H -1.098103 -1.269186 -2.149814 0.137 0.349 -0.129
H -1.722643 -3.568723 -0.286167 0.441 -0.384 0.371
H -1.386805 -1.895772 0.241837 0.345 -0.122 0.407
H -3.772211 -3.002788 -1.169223 -0.309 -0.293 0.038
H -3.197662 -1.458600 -1.676739 -0.153 0.196 -0.339
H -3.087763 -0.804190 0.802298 0.223 0.117 0.404
H -4.280814 -2.116112 0.999719 -0.142 0.012 0.502
H -6.037049 0.986942 0.381221 -0.295 0.204 -0.118
H -6.014342 -0.404679 1.474041 -0.275 -0.114 0.256
H -4.658407 0.714926 1.445829 0.286 0.187 0.163
H 2.952133 -3.546068 -0.109453 0.136 -0.332 -0.272
H 3.504640 -2.135566 0.753553 0.408 0.237 -0.109
H 1.133735 -3.834665 1.466358 -0.369 -0.268 0.176
H 1.408642 -2.220130 2.154555 -0.503 0.191 0.171
H 3.068199 -1.354942 -2.535316 -0.155 -0.384 -0.360
H 2.404312 0.231075 -2.328125 -0.250 0.203 -0.048
H 4.185045 0.709481 -1.329155 0.219 0.326 0.402
H 5.966497 -0.940905 -0.699304 0.313 -0.023 0.261
H 5.044063 -2.001240 -1.713877 -0.185 -0.323 -0.213
H 5.689577 -0.449290 -2.343752 0.099 -0.127 -0.485
Hg 2.266849 2.493579 3.372018 0.542 0.065 -0.734
```
Positions in Å, forces in eV/Å.

=====

Molecular formula: C20H36FN3O9S3
Method: DFT, ωB97M-V with the def2-TZVPD basis set

The highest occupied orbital energy is -7.0 eV. The calculation puts the total energy at -2919.44379 Ha. For the HOMO-LUMO gap, the calculation gives 0.283 hartree. The LUMO energy is 0.7 eV.

```
72
Properties=species:S:1:pos:R:3:forces:R:3
N 6.138803 -5.388784 0.600014 0.180 0.456 -0.087
C 6.504886 -4.286843 1.523184 -1.146 -0.640 -0.221
C 5.326738 -3.303263 1.654564 0.291 0.024 1.035
C 5.698660 -1.970913 2.381463 -0.668 -0.453 -1.314
C 5.293830 -0.745885 1.522338 0.693 -0.477 0.548
N 4.224068 0.102120 2.131301 0.224 1.099 0.044
C 4.314007 1.417796 1.421004 -0.468 0.365 0.164
C 3.310268 2.504738 1.881831 0.067 0.386 -1.171
C 2.340484 2.890216 0.715175 -0.023 -0.170 0.071
S 0.586703 2.919350 1.185441 1.474 -2.495 2.419
C -0.115622 1.570698 0.264494 1.018 -0.344 -0.690
S 0.081486 1.573083 -1.372469 0.134 -0.190 0.125
N -0.780176 0.565591 0.946556 -1.235 1.558 -0.488
C -1.550004 1.073848 2.097372 0.514 -0.992 1.146
C -2.143646 -0.149091 2.796412 0.195 0.256 -0.523
O -3.166967 -0.693514 1.983858 0.045 -0.402 0.126
C -2.515056 -1.276334 0.871880 1.191 0.146 -0.457
C -1.632634 -0.269977 0.072908 -0.340 -0.897 0.503
S 2.765458 -0.633627 1.889075 0.356 -2.632 -1.740
O 2.483690 -0.682640 0.490176 -0.578 1.260 0.063
O 2.749162 -1.921338 2.494414 0.192 0.463 1.102
F 1.720347 0.228473 2.635208 0.566 0.285 -0.031
H 5.840864 -4.942253 -0.264295 0.114 -0.217 -0.121
H 5.287881 -5.820178 0.950888 0.109 -0.077 0.074
H 6.677355 -4.784019 2.484639 0.355 0.424 -0.022
H 7.416810 -3.798905 1.165843 -0.070 -0.100 0.089
H 4.545497 -3.798025 2.243452 0.042 -0.005 -0.245
H 4.886897 -3.129902 0.666602 0.171 0.155 0.070
H 6.784345 -1.988503 2.516657 -0.164 0.304 0.254
H 5.170935 -1.893058 3.331899 0.347 -0.066 0.043
H 5.017901 -1.012104 0.493481 -0.077 -0.112 0.198
H 6.181410 -0.114912 1.420557 -0.369 0.265 0.178
H 4.217339 1.203301 0.346961 -0.164 0.228 0.115
H 5.318068 1.831939 1.541695 0.003 -0.542 0.369
H 2.775964 2.259744 2.797975 0.097 -0.102 -0.131
H 3.885643 3.416916 2.073136 0.000 -0.250 0.273
H 2.615094 3.884602 0.346383 -0.241 -0.103 0.022
H 2.421096 2.211373 -0.137835 -0.039 0.033 0.151
H -0.858148 1.517827 2.820833 -0.069 0.269 -0.342
H -2.327083 1.790624 1.799240 0.096 -0.103 0.049
H -1.335584 -0.895922 2.841477 -0.018 0.146 0.418
H -2.492286 0.069633 3.807589 -0.309 0.015 -0.244
H -1.829962 -2.091566 1.172592 -0.267 0.139 0.431
H -3.225521 -1.726894 0.189720 -0.235 0.316 0.240
H -2.275179 0.330751 -0.576783 0.272 0.167 0.094
H -0.959894 -0.872071 -0.541426 -0.219 0.224 -0.193
C -3.946783 5.603250 -3.014745 0.296 -0.033 -0.246
C -3.501231 5.094126 -1.667718 -0.230 0.202 -0.482
C -3.445615 6.140889 -0.582604 -0.197 -0.020 0.276
O -2.451507 5.602092 0.297973 -0.034 -0.003 -0.163
C -1.623667 4.838449 -0.461538 0.386 -0.198 -0.093
O -0.589462 4.380891 -0.077087 -1.897 2.652 -1.744
O -2.133600 4.653828 -1.701077 -0.149 0.044 0.285
H -3.814503 4.833650 -3.774773 -0.103 -0.053 0.048
H -4.996622 5.895692 -2.989587 -0.004 -0.031 0.048
H -3.349266 6.462004 -3.324945 -0.014 0.033 0.088
H -4.117405 4.241598 -1.366740 0.031 0.020 0.104
H -4.393356 6.266866 -0.063762 0.099 -0.068 0.171
H -3.099975 7.113959 -0.940138 -0.011 -0.052 -0.146
C -5.420973 -4.106053 -4.900207 0.008 0.332 -0.206
C -4.604004 -3.867509 -3.655794 -0.343 -0.160 -0.461
C -5.389608 -3.906265 -2.369027 0.025 -0.247 0.231
O -4.603789 -3.065236 -1.516467 0.003 0.076 -0.170
C -3.954414 -2.180226 -2.317074 0.055 0.122 -0.171
O -3.360109 -1.230482 -1.925203 -0.202 -0.068 -0.380
O -4.077870 -2.529646 -3.622512 0.021 -0.108 0.336
H -4.823891 -3.911864 -5.790842 0.050 -0.116 0.020
H -5.780073 -5.134545 -4.935652 0.041 -0.011 0.041
H -6.278218 -3.432219 -4.939637 -0.015 -0.025 0.091
H -3.756371 -4.558237 -3.625580 0.003 0.018 0.112
H -5.474478 -4.907082 -1.951791 0.112 0.075 0.164
H -6.387136 -3.470030 -2.460953 0.021 0.007 -0.146
```
Positions in Å, forces in eV/Å.